Record 1
DFT (ωB97M-V/def2-TZVPD) results for a structure of composition C22H21ClN2O4S.

Values from the calculation:
LUMO ... -1.90 eV
Calculated total energy ... -57660.829 eV
HOMO ... -8.3 eV
HOMO-LUMO gap ... 6.38 eV

The geometry in ORCA input format:
```
! wB97M-V def2-TZVPD RIJCOSX def2/J DEFGRID3
* xyz 0 1
C 4.2267 0.0132 -1.9328
H 4.1744 0.7886 -2.7566
H 5.3513 -0.2660 -2.1621
H 3.5486 -0.8412 -2.2466
C 4.0135 0.3613 -0.7446
C 2.5123 0.9220 -0.2779
C 2.1090 1.2636 1.1288
C 0.8782 1.7730 1.1361
C -0.0998 1.7800 0.1558
C 0.3390 1.4035 -1.0558
C 1.5456 1.2783 -1.3119
H 1.7431 0.9217 -2.4501
H -0.4306 1.2942 -1.9297
S -1.7403 2.0346 0.7315
O -2.5950 1.9093 -0.5991
O -2.0292 2.9551 1.7828
N -1.9995 0.3457 1.6450
C -1.2609 -0.6368 1.3783
C -0.2546 -1.0074 2.1905
C 0.5155 -2.0581 2.0459
C 0.5663 -2.5633 0.5284
C -0.3787 -1.9779 -0.1808
C -1.2122 -0.9960 0.0552
C -2.2219 -0.6492 -0.9042
O -1.7668 -0.3150 -2.4479
C -3.5060 -0.6575 -0.7408
C -4.1178 -1.4975 0.3874
C -5.4402 -1.0961 0.5929
N -6.4067 -0.6298 -0.0868
C -5.7818 -0.0208 -1.2258
C -4.4680 0.0921 -1.6337
H -4.1225 0.4538 -2.5832
H -6.5089 0.5682 -1.8932
O -7.5740 -0.6823 0.0253
H -5.9796 -1.8010 1.4758
H -3.4587 -1.6626 1.1081
H -0.2010 -2.4318 -1.5231
Cl 1.7920 -3.7194 0.4466
H 1.1943 -2.4606 2.6920
H -0.5099 -0.6045 3.3592
H -1.9681 0.6728 2.7341
H 0.4694 2.1058 2.4982
H 2.8310 1.3476 1.7861
C 4.8970 1.5769 -0.3470
H 5.8657 1.4657 -0.6310
H 5.0384 2.0324 0.6303
H 4.7878 2.4210 -1.0139
C 4.4601 -0.7472 0.4180
H 5.3493 -0.8935 0.0599
H 4.1842 -0.2009 1.4630
H 3.6401 -1.3643 0.2233
*
```


Record 2
DFT (ωB97M-V/def2-TZVPD) results for an isolated molecule of C22H21F3N4O2.

Values from the calculation:
LUMO ... 0.61 eV
Calculated total energy ... -41364.543 eV
SMILES string ... CN1[C@@H](C(=O)NCc2ccc(OC(F)(F)F)cc2)C[C@H]2Cn3c(nc4ccccc43)[C@H]21
HOMO ... -8.5 eV
HOMO-LUMO gap ... 9.12 eV

The geometry in ORCA input format:
```
! wB97M-V def2-TZVPD RIJCOSX def2/J DEFGRID3
* xyz 0 1
C 5.3158 2.1445 -0.3945
N 4.0661 1.4189 -0.2835
C 2.9755 2.1933 0.2938
C 1.6307 1.6115 -0.1935
O 0.6678 1.5044 0.5371
N 1.6680 1.3261 -1.5059
C 0.6466 0.6110 -2.2572
C -0.7211 0.7556 -1.6500
C -1.3562 -0.3307 -1.0708
C -2.6124 -0.2053 -0.4989
C -3.2328 1.0292 -0.5153
O -4.5075 1.2857 0.0345
C -5.1861 0.3288 0.6222
F -5.4963 -0.7108 -0.1778
F -6.3433 0.8246 1.0557
F -4.5816 -0.2171 1.6934
C -2.6201 2.1277 -1.1009
C -1.3714 1.9852 -1.6684
C 3.1006 2.0459 1.8166
C 3.6081 0.6098 1.9895
C 2.4863 -0.3997 2.3234
N 2.3221 -1.1387 1.1074
C 3.1967 -0.8244 0.1190
N 3.0165 -1.4925 -0.9836
C 1.9409 -2.3110 -0.7160
C 1.2999 -3.2411 -1.5267
C 0.2224 -3.9208 -0.9969
C -0.2221 -3.6936 0.3080
C 0.3982 -2.7787 1.1352
C 1.4810 -2.0915 0.6113
C 4.1479 0.2349 0.5636
H 6.0491 1.4997 -0.8766
H 5.1573 3.0166 -1.0274
H 5.7190 2.4787 0.5705
H 3.0243 3.2346 -0.0352
H 2.5986 1.2935 -1.9045
H 0.9185 -0.4490 -2.3174
H 0.6455 1.0274 -3.2711
H -0.8674 -1.2922 -1.0502
H -3.0719 -1.0706 -0.0489
H -3.1338 3.0750 -1.0960
H -0.8875 2.8399 -2.1165
H 2.1374 2.2117 2.2941
H 3.8185 2.7663 2.2096
H 4.3968 0.5582 2.7407
H 1.5511 0.1025 2.5866
H 2.7733 -1.0691 3.1425
H 1.6423 -3.4174 -2.5341
H -0.2961 -4.6480 -1.6041
H -1.0726 -4.2480 0.6758
H 0.0527 -2.5995 2.1417
H 5.1710 -0.1483 0.5718
*
```


Record 3
DFT (ωB97M-V/def2-TZVPD) results for an isolated molecule of C22H21F3N4O6S.

Values from the calculation:
LUMO ... 0.45 eV
Calculated total energy ... -60387.712 eV
SMILES string ... COc1cc(C(=O)NCc2nnc(SCC(=O)Nc3cccc(C(F)(F)F)c3)o2)cc(OC)c1OC
HOMO ... -8.1 eV
HOMO-LUMO gap ... 8.57 eV

The geometry in ORCA input format:
```
! wB97M-V def2-TZVPD RIJCOSX def2/J DEFGRID3
* xyz 0 1
C 2.9336 0.6262 3.7717
O 3.6895 0.3520 2.6172
C 3.0910 -0.3271 1.6077
C 1.8269 -0.8872 1.6731
C 1.3162 -1.5761 0.5793
C -0.0434 -2.1523 0.6799
O -0.9706 -1.6178 1.2612
N -0.1989 -3.3617 0.0753
C -1.4902 -4.0147 0.0618
C -2.5430 -3.0007 -0.2118
N -2.5757 -2.1677 -1.1964
N -3.6686 -1.3960 -1.0269
C -4.2560 -1.8157 0.0582
S -5.6959 -1.1962 0.7680
C -6.0548 0.1573 -0.4127
C -5.2510 1.4195 -0.0954
O -5.7593 2.3691 0.4531
N -3.9609 1.3261 -0.5028
C -2.9190 2.2211 -0.2752
C -3.1139 3.5065 0.2255
C -2.0302 4.3424 0.4248
C -0.7464 3.9202 0.1312
C -0.5574 2.6367 -0.3692
C 0.8447 2.1851 -0.6530
F 1.5501 1.9914 0.4771
F 0.9171 1.0426 -1.3509
F 1.5438 3.0931 -1.3633
C -1.6276 1.7839 -0.5725
O -3.6042 -2.8489 0.6163
C 2.0588 -1.6824 -0.5881
C 3.3190 -1.1024 -0.6820
O 4.0841 -1.1791 -1.8170
C 3.4718 -1.5992 -3.0124
C 3.8538 -0.4227 0.4234
O 5.0788 0.1610 0.4970
C 5.6974 0.6654 -0.6670
H 2.0249 1.1854 3.5292
H 2.6661 -0.2912 4.3068
H 3.5774 1.2354 4.4040
H 1.2119 -0.7975 2.5526
H 0.5784 -3.7992 -0.3879
H -1.7124 -4.4772 1.0318
H -1.4949 -4.7777 -0.7192
H -7.1143 0.3723 -0.2803
H -5.8544 -0.2179 -1.4144
H -3.6805 0.4384 -0.9287
H -4.1117 3.8373 0.4612
H -2.1903 5.3357 0.8142
H 0.1017 4.5693 0.2834
H -1.4664 0.7842 -0.9476
H 1.6306 -2.1733 -1.4462
H 4.2072 -1.4160 -3.7949
H 3.2335 -2.6681 -2.9917
H 2.5653 -1.0241 -3.2224
H 6.5085 1.2975 -0.3058
H 6.1050 -0.1333 -1.2904
H 5.0050 1.2682 -1.2594
*
```


Record 4
DFT (ωB97M-V/def2-TZVPD) results for a structure of composition C22H21I2N2ORu.

Values from the calculation:
LUMO (spin up / spin down) ... 4.42 / 3.59 eV
Calculated total energy ... -46960.132 eV
HOMO (spin up / spin down) ... 2.7 / -1.8 eV
HOMO-LUMO gap (spin up / spin down) ... 1.68 / 5.41 eV

The geometry in ORCA input format:
```
! wB97M-V def2-TZVPD RIJCOSX def2/J DEFGRID3
* xyz -2 6
C 0.6181 -2.7223 -4.2364
I 3.1564 -1.7916 -1.4865
H 1.6549 -2.8013 -4.4497
H -0.0043 -2.4192 -5.1602
H 0.5919 -3.7286 -3.8163
C -1.6237 2.2085 -4.1179
C -0.2169 0.6284 -3.2759
N -1.4097 1.2585 -3.1017
H -0.2861 2.7205 -5.8122
I 2.2731 1.5564 -1.1963
N 0.3269 1.2076 -4.3758
H -2.4821 2.8547 -4.1681
Ru 0.8724 -0.6744 -2.0808
C 0.0337 -2.3129 -3.0331
O -1.1739 -2.5678 -2.7083
C -0.5251 2.1425 -4.9244
C 1.6348 0.9259 -4.9137
H 1.9088 1.7657 -5.5409
H 1.6015 -0.0006 -5.4752
H 2.3198 0.8363 -4.0864
C -2.3510 1.0782 -2.0048
H -3.3514 0.8706 -2.4232
H -2.3893 2.0078 -1.4079
H -1.9784 0.2440 -1.4008
C 0.2409 -0.7147 -0.3515
C 0.0253 -0.4985 0.8861
C -0.0194 -0.3446 2.2574
C -0.9235 0.6369 2.8593
C -0.7089 1.2735 4.1094
C -1.5532 2.2510 4.6068
C -2.7016 2.6341 3.9037
C -2.9397 2.0302 2.6354
C -2.0781 1.0414 2.1569
C 0.8741 -1.1198 3.1068
C 0.7078 -1.3633 4.5045
C 1.6581 -2.0500 5.2692
C 2.8223 -2.5420 4.6800
C 3.0147 -2.3460 3.2956
C 2.0370 -1.6832 2.5377
H 0.1538 0.9688 4.7071
H -1.3152 2.7461 5.5704
H -3.3856 3.3669 4.3001
H -3.8073 2.3655 2.0489
H -2.3091 0.5184 1.2143
H -0.1896 -0.9786 5.0003
H 1.4865 -2.1895 6.3530
H 3.5750 -3.0533 5.2694
H 3.9340 -2.6976 2.8161
H 2.2011 -1.5386 1.4597
*
```